{"formula": "C5H8O2", "method": "ωB97M-V/def2-TZVPD", "species": ["C", "C", "C", "O", "C", "C", "O", "H", "H", "H", "H", "H", "H", "H", "H"], "positions_angstrom": [[-1.3195, 1.1820, -0.2996], [-0.2275, 0.1906, -0.0021], [0.0681, -0.4138, 1.3509], [1.4785, -0.5698, 1.0980], [1.3783, 0.2127, -0.0863], [0.5088, -0.5491, -1.0346], [0.5131, -1.9344, -1.0203], [-1.4708, 1.9528, 0.4667], [-1.1979, 1.6847, -1.2670], [-2.2456, 0.5971, -0.3656], [-0.4607, -1.3457, 1.5547], [-0.0398, 0.2918, 2.1832], [1.3513, 1.2817, 0.0063], [0.4834, -0.1404, -2.0397], [1.0391, -2.2059, -0.2536]], "relative_energy_kcal_mol": 85.5, "lumo_ev": 0.87, "fmax_ha_per_bohr": 0.0414, "gap_ev": 9.60, "mol_weight_g_mol": 100.12}